No. 1
A molecular structure, C22H47MgO5Si. Source: the Open Molecules 2025 dataset; level of theory: ωB97M-V/def2-TZVPD.

- Kohn-Sham gap: 7.654 eV
- LUMO: -0.081 hartree
- Total charge: +1
- Electronic energy: -1732.052473 Eh

XYZ file:
```
76
C22H47MgO5Si ωB97M-V/def2-TZVPD
Mg 0.27 -0.74 0.48
C -1.68 -3.22 0.48
C -2.27 -2.07 1.28
O -1.25 -1.35 2.00
C -1.02 -1.82 3.34
C 0.01 -2.92 3.41
O 1.24 -2.54 2.81
C 2.09 -1.71 3.60
C 1.96 -0.27 3.17
O 1.96 -0.13 1.75
C 3.21 -0.37 1.07
C 3.25 -1.77 0.51
O 2.01 -1.99 -0.16
C 1.77 -3.36 -0.49
C 0.34 -3.48 -0.92
O -0.42 -2.72 0.03
H -2.34 -3.44 -0.36
H -1.52 -4.13 1.05
H -3.06 -2.41 1.96
H -2.71 -1.35 0.59
H -1.96 -2.16 3.77
H -0.69 -0.95 3.91
H -0.33 -3.81 2.87
H 0.15 -3.20 4.45
H 3.11 -2.07 3.48
H 1.85 -1.78 4.66
H 2.76 0.34 3.60
H 1.01 0.16 3.49
H 4.05 -0.20 1.74
H 3.26 0.37 0.27
H 3.38 -2.53 1.28
H 4.08 -1.84 -0.20
H 1.97 -3.97 0.40
H 2.44 -3.68 -1.29
H 0.04 -4.53 -0.90
H 0.16 -3.08 -1.92
C -2.73 2.10 -2.68
C -2.32 1.06 -1.62
C -3.31 1.21 -0.45
C -2.55 -0.34 -2.24
Si -0.50 1.23 -0.97
C 0.72 1.40 -2.48
C 0.38 0.33 -3.53
C 0.70 2.78 -3.17
C 2.17 1.11 -2.06
C -0.34 2.79 0.19
C -0.93 2.48 1.58
C -1.00 4.07 -0.34
C 1.15 3.10 0.44
H -3.80 1.99 -2.91
H -2.19 1.98 -3.61
H -2.58 3.12 -2.33
H -4.32 0.96 -0.79
H -3.34 2.23 -0.06
H -3.07 0.56 0.40
H -3.63 -0.53 -2.34
H -2.12 -1.14 -1.64
H -2.11 -0.43 -3.23
H -0.55 0.54 -4.05
H 0.31 -0.67 -3.09
H 1.17 0.30 -4.29
H -0.30 3.07 -3.49
H 1.35 2.76 -4.06
H 1.08 3.57 -2.52
H 2.28 0.08 -1.70
H 2.55 1.78 -1.29
H 2.83 1.20 -2.93
H -2.00 2.30 1.57
H -0.73 3.32 2.26
H -0.46 1.59 2.04
H -2.08 3.98 -0.43
H -0.61 4.36 -1.31
H -0.81 4.90 0.35
H 1.70 2.22 0.81
H 1.23 3.87 1.22
H 1.66 3.47 -0.44
```


No. 2
A molecular structure, C22H47N6O2PtSSbSi3 at a distorted geometry. Source: the Open Molecules 2025 dataset; level of theory: ωB97M-V/def2-TZVPD.

- Kohn-Sham gap (alpha / beta): 6.426 / 6.411 eV
- LUMO (alpha / beta): -0.234 / -0.235 hartree
- Total charge: +2
- Electronic energy: -2971.364886 Eh

XYZ file:
```
83
C22H47N6O2PtSSbSi3 ωB97M-V/def2-TZVPD
Pt -0.12 0.41 -0.12
N 2.24 -0.36 0.04
C 2.60 0.03 1.41
C 3.98 -0.46 1.84
C 5.12 0.08 0.95
C 5.80 -1.02 0.12
N 6.56 -0.48 -1.00
C 6.11 -0.24 -2.22
N 4.87 -0.59 -2.59
N 6.88 0.38 -3.11
C 1.49 -0.52 2.37
O 1.81 -1.11 3.38
O 0.29 -0.30 1.99
H 2.30 -1.37 -0.03
H 2.87 0.06 -0.64
H 2.56 1.13 1.48
H 4.00 -1.56 1.84
H 4.13 -0.15 2.87
H 5.87 0.56 1.57
H 4.72 0.85 0.27
H 5.07 -1.74 -0.25
H 6.50 -1.58 0.75
H 7.46 -0.10 -0.76
H 4.34 -1.24 -2.04
H 4.61 -0.51 -3.56
H 7.80 0.71 -2.88
H 6.58 0.50 -4.06
N -2.10 2.75 -1.36
C -0.95 3.20 -0.79
N 0.19 2.56 -0.84
C 1.20 3.31 -0.27
C 2.56 3.04 -0.34
C 3.46 3.94 0.19
C 3.02 5.09 0.83
C 1.68 5.40 0.90
C 0.78 4.52 0.32
S -0.94 4.72 0.08
H -1.96 2.06 -2.09
H -2.81 3.44 -1.52
H 2.88 2.15 -0.87
H 4.52 3.76 0.09
H 3.75 5.77 1.25
H 1.34 6.32 1.36
C -6.10 -0.91 0.12
Si -4.85 0.52 -0.08
C -5.06 1.17 -1.86
C -4.90 1.85 1.27
Sb -2.41 -0.59 0.04
Si -2.34 -1.83 2.56
C -4.05 -2.69 2.60
C -2.23 -0.37 3.76
C -0.97 -3.13 2.41
Si -2.30 -2.35 -1.93
C -0.66 -3.29 -1.63
C -3.84 -3.47 -1.92
C -2.20 -1.28 -3.52
H -7.12 -0.54 0.03
H -6.03 -1.40 1.09
H -5.96 -1.66 -0.64
H -6.07 1.53 -2.01
H -4.89 0.38 -2.59
H -4.39 1.99 -2.10
H -5.78 2.48 1.18
H -4.03 2.50 1.24
H -4.94 1.40 2.26
H -4.85 -1.98 2.77
H -4.08 -3.40 3.42
H -4.26 -3.24 1.69
H -3.10 0.28 3.71
H -1.34 0.21 3.56
H -2.15 -0.73 4.78
H -1.29 -3.99 1.84
H -0.69 -3.46 3.41
H -0.08 -2.71 1.96
H -0.78 -4.04 -0.85
H 0.11 -2.59 -1.31
H -0.31 -3.80 -2.52
H -4.05 -3.86 -0.93
H -3.71 -4.31 -2.58
H -4.72 -2.92 -2.26
H -1.36 -0.60 -3.48
H -3.11 -0.70 -3.65
H -2.09 -1.90 -4.40
```


No. 3
A molecular structure, C22H47NOP2PbSi at a distorted geometry. Source: the Open Molecules 2025 dataset; level of theory: ωB97M-V/def2-TZVPD.

- Kohn-Sham gap (alpha / beta): 4.851 / 4.193 eV
- LUMO (alpha / beta): -0.025 / -0.051 hartree
- Electronic energy: -2161.168700 Eh

XYZ file:
```
75
C22H47NOP2PbSi ωB97M-V/def2-TZVPD
Pb -0.34 -0.17 0.87
Si 2.38 -1.40 1.70
P 2.18 2.01 1.20
P 0.56 -2.67 -0.72
H 3.17 -0.02 -2.58
C 2.14 3.58 0.23
H 2.60 4.40 0.80
H 1.10 3.84 -0.01
H 2.69 3.44 -0.71
C 4.00 1.93 1.52
H 4.36 2.89 1.93
H 4.54 1.71 0.59
H 4.21 1.12 2.24
C 1.64 2.66 2.84
H 2.18 3.60 3.07
H 1.86 1.91 3.61
H 0.56 2.86 2.82
C -0.22 -2.77 -2.37
H -0.40 -3.82 -2.65
H 0.44 -2.32 -3.11
H -1.17 -2.23 -2.38
C 2.07 -3.68 -0.99
H 1.81 -4.59 -1.55
H 2.52 -3.97 -0.03
H 2.81 -3.11 -1.57
C -0.49 -3.86 0.21
H -0.69 -4.75 -0.41
H -1.45 -3.40 0.48
H 0.02 -4.16 1.13
C 4.15 -2.00 1.76
H 4.83 -1.17 1.68
H 4.35 -2.70 0.98
H 4.29 -2.47 2.72
H 2.33 -0.36 2.76
H 1.60 -2.61 2.07
C 3.83 -0.17 -1.57
O 3.33 -0.43 -0.41
C 3.63 1.13 -2.34
H 4.11 1.10 -3.38
H 3.93 1.92 -1.61
H 2.63 1.70 -2.37
C 5.04 -0.94 -2.03
H 4.85 -1.17 -3.07
H 5.19 -1.88 -1.55
H 5.98 -0.38 -1.98
C -1.63 3.42 1.16
C -2.73 3.34 0.07
C -2.12 3.35 -1.33
C -3.67 2.14 0.30
C -4.93 2.36 0.79
C -5.85 1.31 0.95
C -5.46 -0.02 0.62
C -4.19 -0.29 0.15
C -3.82 -1.74 -0.26
C -3.96 -2.69 0.94
C -4.66 -2.21 -1.42
C -3.21 0.79 -0.02
N -1.97 0.55 -0.42
H -0.99 2.51 1.10
H -2.08 3.45 2.19
H -0.98 4.30 1.03
H -3.35 4.24 0.21
H -1.56 2.42 -1.49
H -2.91 3.41 -2.07
H -1.46 4.21 -1.46
H -5.22 3.39 1.04
H -6.83 1.51 1.33
H -6.17 -0.84 0.74
H -2.75 -1.71 -0.55
H -5.01 -2.71 1.27
H -3.67 -3.71 0.66
H -3.35 -2.36 1.80
H -4.58 -1.50 -2.24
H -4.32 -3.18 -1.77
H -5.70 -2.29 -1.13
```


Number 1: molar mass 444.00 g/mol. Number 2: molar mass 860.82 g/mol. Number 3: molar mass 638.86 g/mol.